{"formula": "C36H96N8O10", "method": "the ωB97M-V functional and the def2-TZVPD basis", "e_above_lowest_kcal_mol": 76.3, "smiles": "COC[C@H](C)N.COC[C@H](C)N.COC[C@H](C)N.COC[C@H](C)N.COC[C@H](C)N.COC[C@H](C)N.COCCNCCOC.COCCNCCOC", "gap_ev": 9.3, "homo_ha": -0.3272, "total_energy_ha": -2619.3215, "species": ["C", "C", "C", "O", "C", "N", "H", "H", "H", "H", "H", "H", "H", "H", "H", "H", "H", "C", "C", "C", "O", "C", "N", "H", "H", "H", "H", "H", "H", "H", "H", "H", "H", "H", "C", "C", "C", "O", "C", "N", "H", "H", "H", "H", "H", "H", "H", "H", "H", "H", "H", "C", "C", "C", "O", "C", "N", "H", "H", "H", "H", "H", "H", "H", "H", "H", "H", "H", "C", "C", "C", "O", "C", "N", "H", "H", "H", "H", "H", "H", "H", "H", "H", "H", "H", "C", "C", "C", "O", "C", "N", "H", "H", "H", "H", "H", "H", "H", "H", "H", "H", "H", "C", "O", "C", "C", "N", "C", "C", "O", "C", "H", "H", "H", "H", "H", "H", "H", "H", "H", "H", "H", "H", "H", "H", "H", "C", "O", "C", "C", "N", "C", "C", "O", "C", "H", "H", "H", "H", "H", "H", "H", "H", "H", "H", "H", "H", "H", "H", "H"], "xyz": [[0.760, 5.429, -10.622], [-0.726, 4.967, -10.322], [-1.634, 4.992, -11.586], [-1.945, 6.386, -11.860], [-2.961, 6.488, -12.863], [-0.555, 3.653, -9.777], [1.189, 5.423, -9.620], [0.870, 6.401, -11.103], [1.277, 4.720, -11.268], [-1.181, 5.572, -9.538], [-2.610, 4.608, -11.291], [-1.202, 4.393, -12.388], [-3.866, 5.920, -12.646], [-2.491, 6.015, -13.725], [-3.292, 7.512, -13.038], [-1.376, 3.184, -9.423], [-0.156, 3.004, -10.440], [-5.800, -5.877, -2.107], [-4.614, -5.174, -1.362], [-3.948, -6.071, -0.283], [-3.421, -7.226, -0.866], [-2.282, -7.710, -0.193], [-3.611, -4.692, -2.336], [-6.519, -5.264, -2.650], [-6.464, -6.410, -1.426], [-5.475, -6.578, -2.875], [-4.951, -4.254, -0.884], [-4.710, -6.332, 0.452], [-3.282, -5.441, 0.307], [-1.609, -6.901, 0.088], [-1.769, -8.424, -0.836], [-2.554, -8.070, 0.800], [-3.147, -5.544, -2.619], [-2.875, -4.161, -1.893], [9.584, 6.839, -4.901], [9.359, 6.165, -3.507], [9.023, 7.135, -2.352], [9.985, 8.201, -2.335], [9.876, 9.089, -1.209], [8.462, 5.057, -3.620], [10.368, 7.593, -4.835], [8.706, 7.291, -5.362], [9.896, 6.115, -5.654], [10.275, 5.651, -3.217], [9.008, 6.606, -1.400], [8.011, 7.493, -2.542], [8.900, 9.527, -1.002], [10.597, 9.903, -1.277], [10.130, 8.448, -0.365], [7.520, 5.412, -3.706], [8.604, 4.767, -4.577], [2.337, 2.393, -0.282], [1.684, 1.903, -1.580], [0.264, 1.344, -1.428], [0.210, 0.174, -0.650], [-0.077, 0.391, 0.695], [1.660, 3.008, -2.545], [3.261, 2.949, -0.440], [2.654, 1.539, 0.316], [1.731, 3.040, 0.353], [2.375, 1.148, -1.952], [-0.052, 0.945, -2.392], [-0.481, 2.105, -1.196], [-1.158, 0.440, 0.824], [0.450, 1.193, 1.211], [0.121, -0.494, 1.299], [1.307, 2.727, -3.448], [1.080, 3.746, -2.173], [-5.752, 5.734, -1.655], [-5.860, 6.600, -2.864], [-4.780, 6.357, -3.872], [-3.490, 6.737, -3.410], [-3.198, 8.110, -3.286], [-7.182, 6.373, -3.543], [-4.741, 5.812, -1.257], [-5.964, 4.696, -1.913], [-6.454, 5.986, -0.860], [-5.813, 7.636, -2.527], [-4.930, 6.901, -4.804], [-4.675, 5.291, -4.076], [-3.861, 8.591, -2.568], [-3.372, 8.664, -4.209], [-2.182, 8.191, -2.899], [-7.267, 7.070, -4.269], [-7.926, 6.553, -2.884], [3.811, -3.624, -5.726], [4.911, -3.752, -4.676], [4.290, -4.580, -3.480], [5.247, -4.406, -2.427], [4.730, -4.769, -1.167], [5.999, -4.461, -5.268], [3.211, -2.747, -5.483], [3.140, -4.482, -5.752], [4.241, -3.444, -6.712], [5.282, -2.771, -4.380], [4.086, -5.615, -3.755], [3.374, -4.054, -3.208], [3.813, -4.199, -1.014], [5.439, -4.535, -0.374], [4.525, -5.837, -1.089], [6.654, -4.720, -4.544], [6.572, -3.941, -5.918], [-1.893, -7.869, 12.116], [-2.928, -8.616, 11.552], [-3.992, -7.882, 10.947], [-3.568, -7.003, 9.713], [-4.675, -6.356, 9.033], [-4.155, -5.495, 7.914], [-5.321, -4.703, 7.258], [-6.214, -5.619, 6.552], [-7.356, -5.090, 5.940], [-1.113, -8.417, 12.644], [-2.256, -7.123, 12.822], [-1.362, -7.307, 11.348], [-4.478, -7.264, 11.702], [-4.792, -8.486, 10.519], [-2.963, -7.673, 9.102], [-2.991, -6.165, 10.106], [-5.394, -6.935, 8.623], [-3.781, -6.139, 7.117], [-3.336, -4.897, 8.314], [-4.933, -4.015, 6.507], [-5.983, -4.236, 7.987], [-8.156, -4.984, 6.673], [-7.752, -5.817, 5.231], [-7.248, -4.117, 5.460], [-2.289, 1.044, 7.054], [-0.936, 0.562, 6.819], [0.022, 1.224, 7.569], [1.459, 0.765, 7.260], [1.655, -0.628, 7.681], [2.645, -1.358, 6.885], [2.957, -2.764, 7.512], [1.884, -3.687, 7.197], [2.248, -4.970, 7.631], [-2.747, 0.703, 7.983], [-2.919, 0.723, 6.224], [-2.267, 2.134, 7.049], [-0.115, 1.328, 8.646], [0.048, 2.244, 7.185], [2.188, 1.361, 7.808], [1.653, 1.022, 6.219], [0.728, -1.027, 7.635], [3.632, -0.896, 6.898], [2.348, -1.567, 5.857], [3.039, -2.575, 8.582], [3.905, -3.163, 7.151], [2.496, -4.966, 8.692], [3.032, -5.461, 7.054], [1.356, -5.589, 7.539]], "forces_ev_per_angstrom": [[-1.4, 0.2, 0.6], [1.0, 0.3, -1.6], [-0.7, 1.6, 1.9], [0.0, -0.4, -0.3], [0.9, -0.7, 0.0], [0.0, -1.3, 0.4], [0.5, 0.1, -0.3], [-0.3, 0.1, 0.2], [-0.1, -0.3, 0.1], [0.1, 0.3, -0.2], [0.0, -0.8, -0.1], [0.1, 0.3, -0.4], [-0.1, -0.3, 0.4], [-0.5, 0.4, -0.7], [0.6, 0.1, 0.1], [-0.3, 0.4, 0.1], [0.3, 0.1, -0.2], [0.0, 0.0, 0.2], [0.1, 0.1, -0.5], [-1.9, 0.8, -0.1], [0.7, 0.3, -0.3], [0.0, 0.5, 0.5], [-0.4, -0.8, -0.2], [0.5, 0.8, 0.1], [0.4, -0.3, 0.3], [0.4, -0.2, 0.3], [-0.4, -0.2, 0.4], [-0.4, -0.3, 0.2], [0.9, -0.2, -0.3], [0.3, 0.3, -0.5], [-0.2, -0.1, 0.3], [-0.2, -0.9, -0.1], [0.3, -0.2, -0.6], [-0.1, 0.3, 0.3], [0.3, 0.3, 0.7], [1.6, 0.8, -0.4], [0.3, 0.1, -0.8], [-0.8, 0.4, -0.2], [0.3, -1.3, 0.2], [-1.4, -0.3, -0.2], [-0.1, 0.1, 0.0], [-0.3, 0.2, 0.5], [0.2, -0.4, 0.2], [0.6, 0.5, -0.1], [0.1, -0.2, 0.1], [-0.2, 0.5, 0.1], [-0.3, -0.1, -0.5], [0.1, -0.3, -0.4], [0.1, 0.4, 0.6], [-0.6, 0.1, 0.4], [0.1, -0.8, -0.1], [0.3, -0.2, 0.4], [0.1, 1.1, 0.2], [0.6, -1.1, -1.0], [0.4, 0.0, 0.6], [-0.8, -0.9, 1.2], [0.4, -0.1, 0.3], [0.0, 0.0, -0.5], [-0.3, -0.1, 0.2], [-0.4, 0.0, -0.1], [-0.3, -0.3, -0.2], [0.1, 0.4, -0.5], [0.0, 0.2, 0.6], [-0.3, 0.8, 0.0], [-0.1, 0.3, -0.4], [0.6, -0.4, -0.4], [-0.2, 0.0, 0.0], [-0.1, 0.2, -0.2], [0.3, -0.7, 0.5], [-1.8, 0.5, -0.3], [1.3, 0.2, -0.1], [0.5, -0.4, 0.3], [-0.8, -0.1, 0.4], [1.0, 0.0, 0.3], [0.0, -0.1, 0.1], [0.2, -0.1, -0.1], [0.0, 0.3, -0.1], [0.2, 0.3, 0.0], [-0.5, 0.0, -0.3], [-0.2, 0.0, -0.2], [0.0, 0.1, 0.3], [0.4, -0.1, -0.4], [0.0, 0.1, -0.4], [-0.2, 0.1, -0.2], [-0.1, 0.0, 0.1], [-0.1, 0.9, 0.1], [-1.3, -0.9, -0.3], [1.9, 2.5, -0.5], [-0.2, -0.8, 0.0], [-0.1, 0.1, 0.0], [1.3, -1.5, 0.1], [-0.3, 0.0, -0.1], [0.2, -0.1, -0.1], [-0.1, -0.2, 0.0], [-0.6, 0.2, 0.7], [0.2, -0.1, 0.0], [-0.3, -0.2, 0.1], [-0.2, -0.1, 0.4], [0.1, 0.2, -0.2], [-0.2, -0.2, -0.1], [0.1, -0.2, 0.2], [-0.4, 0.4, -0.2], [0.3, 1.5, -0.3], [-0.7, -1.1, -0.6], [0.1, 1.4, -0.7], [-0.3, -0.4, 1.4], [0.3, 1.2, -0.7], [-1.9, -0.9, 0.3], [-0.7, -0.8, -0.2], [1.5, -0.5, 0.1], [-0.7, 0.0, 0.6], [-0.6, -0.8, -0.2], [-0.3, 0.1, 0.2], [0.1, 0.1, -0.2], [0.0, 0.3, 0.1], [0.4, -1.0, 0.5], [0.3, 0.1, -0.4], [0.5, -0.1, -0.2], [0.2, -0.6, 0.2], [0.4, 0.0, -0.2], [-0.3, 0.4, -0.2], [0.1, 0.4, 0.2], [0.5, 0.5, 0.3], [-0.2, 0.2, 0.3], [0.4, 0.0, -0.2], [0.5, 0.0, -0.2], [1.0, 0.1, -0.5], [-1.6, -1.0, 0.4], [1.8, 1.9, -0.4], [-0.4, -0.4, 0.6], [0.3, 0.5, -0.7], [0.1, -2.0, 0.8], [-1.3, 1.1, -0.7], [1.3, 0.8, 0.3], [-1.1, -0.5, 0.3], [0.3, -0.2, 0.2], [0.2, -0.2, 0.0], [-0.1, 0.2, 0.1], [-0.5, -0.7, 0.2], [-0.2, 0.6, 0.2], [-0.3, 0.4, 0.2], [0.0, -0.6, -0.5], [0.2, -0.8, -0.2], [-0.2, 0.7, 0.0], [-0.1, 0.3, -0.3], [-0.1, -0.4, 0.3], [0.1, 0.0, -0.2], [0.3, 0.0, 0.1], [0.3, 0.3, -0.1], [0.0, -0.1, -0.1]]}